1.
41
Properties=species:S:1:pos:R:3:forces:R:3:lowdin_charge:R:1 method="wB97M-V/def2-TZVPD" orbital_gap_ha=0.2905 lumo_ev=-0.37 charge=0 homo_ev=-8.28
C 4.1316 -5.8289 0.5312 0.0 0.0 0.0 -0.054
C 2.9875 -4.8634 0.5820 0.0 0.0 0.0 -0.286
C 2.5756 -4.2920 1.7802 0.0 0.0 -0.1 -0.046
C 1.5143 -3.4108 1.8176 -0.1 0.1 -0.1 -0.120
C 0.8384 -3.0808 0.6474 -0.2 0.2 0.0 -0.540
C 1.2381 -3.6405 -0.5565 0.0 0.0 0.0 -0.092
C 2.3031 -4.5230 -0.5776 0.1 0.0 0.1 -0.044
H 2.6066 -4.9547 -1.5206 0.1 -0.1 -0.1 0.115
H 0.7362 -3.4019 -1.4806 -0.1 0.0 -0.1 0.092
S -0.5064 -1.9432 0.8203 -0.2 0.1 -0.2 0.941
C -1.1554 -1.7445 -0.8827 0.3 -0.1 0.4 -0.437
H -1.4594 -2.7230 -1.2529 0.0 0.0 -0.1 0.083
H -0.3626 -1.3278 -1.5047 -0.1 0.0 -0.1 0.088
C -2.3510 -0.7962 -0.8505 0.1 -0.2 -0.1 -0.243
N -1.9894 0.4944 -0.3174 -0.1 -0.2 0.3 0.051
C -1.6335 1.5278 -1.1144 0.0 0.2 0.3 -0.454
O -1.7406 1.5004 -2.3229 0.1 0.0 -0.3 0.077
C -1.0922 2.6985 -0.3432 0.3 0.2 0.1 -0.081
C -0.0144 2.4573 0.5018 -0.1 0.1 0.0 -0.013
C 0.5769 3.4876 1.2136 -0.1 0.0 0.0 -0.051
C 0.0683 4.7631 1.0950 -0.1 0.2 0.0 0.008
C -1.0234 5.0032 0.2655 0.5 -1.3 0.1 -0.098
C -1.6196 3.9878 -0.4935 0.1 0.2 0.1 -0.110
C -2.7600 4.2408 -1.4203 -0.3 0.0 -0.3 -0.016
H -2.8317 3.4477 -2.1574 0.0 0.0 0.0 0.073
H -3.6918 4.2899 -0.8569 0.0 0.1 0.0 0.099
H -2.6505 5.1931 -1.9338 0.0 0.0 0.0 0.088
N -1.5040 6.3633 0.2344 -0.1 0.5 0.0 -0.351
O -0.7017 7.2369 0.4916 0.2 0.3 0.0 0.081
O -2.6718 6.5614 -0.0218 -0.3 0.0 0.0 0.086
H 0.4948 5.5914 1.6403 0.0 0.0 0.0 0.121
H 1.4203 3.2933 1.8568 0.1 0.0 0.1 0.110
H 0.3810 1.4551 0.5875 0.0 -0.1 0.0 0.113
H -1.8029 0.5422 0.6722 0.0 0.2 -0.1 0.118
H -2.7074 -0.6355 -1.8716 0.0 -0.1 0.2 0.125
H -3.1533 -1.2220 -0.2428 0.0 0.0 -0.1 0.120
H 1.1975 -2.9705 2.7511 0.0 0.0 0.1 0.099
H 3.0906 -4.5387 2.6972 0.1 0.0 0.1 0.111
H 4.6362 -5.8851 1.4921 0.1 0.0 0.0 0.073
H 3.7731 -6.8248 0.2711 0.1 -0.1 0.0 0.083
H 4.8530 -5.5276 -0.2267 0.1 0.0 0.0 0.080

=====

2.
43
Properties=species:S:1:pos:R:3:forces:R:3:lowdin_charge:R:1 method="wB97M-V/def2-TZVPD" orbital_gap_ha=0.3091 lumo_ev=0.38 charge=0 homo_ev=-8.03
C 2.9568 3.0847 -1.9402 0.2 0.1 -0.3 -0.039
H 2.2000 3.8436 -2.1194 0.0 0.0 0.0 0.094
H 3.9577 3.5203 -1.9729 -0.1 0.0 0.0 0.096
H 2.8921 2.2944 -2.6907 0.0 0.1 0.0 0.101
O 2.6900 2.5568 -0.6496 -0.3 0.0 0.3 -0.028
C 3.5663 1.6634 -0.1833 0.3 0.0 0.2 -0.470
O 4.5582 1.3341 -0.7786 0.0 0.0 0.0 0.137
C 3.1486 1.1498 1.1869 0.1 -0.1 0.0 -0.188
C 4.0795 0.0170 1.6214 0.0 0.2 -0.1 -0.087
C 3.8549 -1.1703 0.7415 -0.6 0.1 -0.1 -0.255
C 2.6744 -1.3370 0.0580 0.8 -0.8 -0.1 -0.427
C 1.5482 -0.4495 0.1368 -0.6 0.4 0.2 -0.299
N 0.5664 -0.6812 -0.6485 0.6 -0.7 -0.1 0.036
N -0.5411 0.1147 -0.6576 -0.6 0.7 0.5 -0.121
H -1.1876 -0.2271 -1.3567 0.0 0.0 0.1 0.107
S -1.3785 0.5231 0.7802 -0.3 -0.1 -0.3 0.682
O -1.3171 1.9432 0.9594 -0.3 0.0 -0.2 -0.289
O -0.8994 -0.3156 1.8393 -0.1 -0.3 -0.1 -0.279
C -3.0415 0.0542 0.3285 0.6 0.3 0.1 -0.297
C -3.8865 0.9884 -0.2360 0.1 0.2 0.0 -0.049
C -5.1647 0.6047 -0.6052 0.0 -0.1 0.0 -0.026
C -5.5957 -0.7037 -0.4134 0.1 0.1 0.0 -0.266
C -4.7230 -1.6266 0.1603 0.1 0.1 0.0 -0.027
C -3.4452 -1.2522 0.5314 0.0 -0.2 0.1 -0.049
H -2.7560 -1.9462 0.9861 0.0 -0.2 0.1 0.118
H -5.0528 -2.6430 0.3160 0.0 -0.1 0.0 0.119
C -6.9763 -1.1277 -0.8062 0.0 0.0 0.0 -0.045
H -6.9312 -1.9533 -1.5147 -0.1 0.0 -0.1 0.086
H -7.5264 -1.4727 0.0680 -0.1 0.0 0.0 0.086
H -7.5244 -0.3070 -1.2602 -0.1 0.0 0.0 0.076
H -5.8349 1.3291 -1.0436 -0.1 0.1 0.0 0.114
H -3.5338 1.9993 -0.3635 0.0 0.2 0.0 0.115
C 1.6919 0.6689 1.1356 -0.1 0.1 0.0 -0.081
H 1.3910 0.3081 2.1222 0.0 0.0 -0.1 0.131
H 1.0259 1.4894 0.8637 0.1 0.0 0.1 0.097
S 2.6940 -2.7654 -0.9206 0.3 0.2 0.3 1.059
C 4.2895 -3.1285 -0.3926 -0.3 0.1 -0.1 -0.396
C 4.7768 -2.2041 0.4780 0.0 -0.3 -0.1 -0.127
H 5.7596 -2.2494 0.9119 0.2 0.0 0.1 0.111
H 4.7804 -4.0056 -0.7652 0.1 -0.2 -0.1 0.060
H 3.8752 -0.2472 2.6634 0.0 0.1 0.0 0.133
H 5.1211 0.3348 1.5459 -0.1 0.0 0.1 0.128
H 3.2176 1.9913 1.8841 0.0 0.0 -0.1 0.161

=====

3.
43
Properties=species:S:1:pos:R:3:forces:R:3:lowdin_charge:R:1 method="wB97M-V/def2-TZVPD" orbital_gap_ha=0.3146 lumo_ev=0.52 charge=0 homo_ev=-8.04
C -5.3893 0.2945 2.4009 -0.1 -0.1 0.2 -0.061
N -4.4440 0.3871 1.3159 -0.2 0.4 0.0 0.018
C -3.7043 -0.6665 0.9052 0.1 0.3 -0.1 -0.459
O -3.7867 -1.7712 1.4030 0.0 -0.3 0.0 0.070
C -2.7614 -0.3269 -0.2130 0.3 0.1 -0.1 -0.077
C -1.9577 0.8008 -0.0935 -0.2 -0.2 0.1 -0.004
C -1.0631 1.1170 -1.0937 0.4 0.4 -0.1 -0.286
C -0.9517 0.3361 -2.2262 0.1 0.1 0.0 -0.048
C -1.7431 -0.7935 -2.3410 -0.1 0.0 0.1 -0.011
C -2.6485 -1.1461 -1.3449 0.1 0.1 0.0 -0.191
C -3.5031 -2.3622 -1.4979 0.0 -0.2 0.1 -0.028
H -3.1778 -2.9610 -2.3440 0.0 0.0 -0.1 0.079
H -3.4652 -2.9607 -0.5910 0.0 -0.1 0.0 0.079
H -4.5423 -2.0731 -1.6535 -0.1 0.0 0.0 0.097
H -1.6580 -1.4160 -3.2193 0.0 -0.1 -0.1 0.116
H -0.2474 0.6214 -2.9920 0.1 0.0 -0.1 0.119
S -0.0784 2.5912 -0.9008 0.0 0.3 0.4 0.669
O 0.8509 2.7004 -1.9839 -0.1 -0.4 0.1 -0.268
O -0.9567 3.6924 -0.6261 -0.1 -0.1 0.2 -0.289
N 0.7081 2.3204 0.5607 -0.8 0.4 -0.6 -0.059
C 1.8892 1.5850 0.6504 0.7 -0.7 -0.1 -0.291
C 2.0881 0.4974 -0.1864 0.3 -0.1 0.1 0.063
C 3.2452 -0.2629 -0.0878 0.0 0.0 0.2 -0.184
C 4.2256 0.0744 0.8499 0.0 0.0 -0.1 -0.205
C 4.0080 1.1496 1.7002 0.0 -0.3 -0.2 0.007
C 2.8526 1.8984 1.6070 -0.2 0.1 -0.1 -0.027
H 2.6973 2.7339 2.2723 0.0 0.1 0.1 0.110
H 4.7678 1.3886 2.4267 0.1 0.0 0.1 0.122
O 5.4055 -0.6229 0.9567 -0.2 0.2 0.3 -0.030
C 5.6615 -1.4443 -0.1599 -0.2 -0.3 -0.4 -0.152
C 4.4039 -2.2272 -0.5344 0.5 -0.1 0.2 -0.148
H 4.5833 -2.8851 -1.3859 0.0 0.0 0.1 0.132
O 3.3759 -1.3416 -0.9219 -0.2 0.4 0.0 -0.018
H 4.0787 -2.8219 0.3303 0.0 0.0 -0.1 0.140
H 6.4751 -2.1123 0.1264 -0.1 0.0 -0.1 0.132
H 5.9707 -0.8293 -1.0162 0.0 -0.1 0.1 0.140
H 1.3579 0.2246 -0.9275 0.0 -0.2 -0.1 0.107
H 0.6534 3.1233 1.1681 -0.2 0.2 -0.1 0.119
H -2.0011 1.4349 0.7785 -0.1 0.0 0.2 0.125
H -4.3402 1.2765 0.8538 0.1 -0.2 -0.1 0.138
H -5.3697 -0.7326 2.7620 -0.1 0.1 0.0 0.084
H -6.3962 0.5401 2.0591 0.0 0.0 0.0 0.084
H -5.1129 0.9690 3.2134 0.0 0.0 0.0 0.085

=====

4.
40
Properties=species:S:1:pos:R:3:forces:R:3:lowdin_charge:R:1 method="wB97M-V/def2-TZVPD" orbital_gap_ha=0.2932 lumo_ev=0.26 charge=0 homo_ev=-7.72
C 0.2213 -0.5507 -1.7772 1.2 -0.1 -0.2 -0.060
C -0.9630 0.0234 -2.6969 2.0 -2.2 4.0 -0.116
C -1.0104 -0.4029 -4.0915 -1.3 2.6 5.9 -0.096
C -2.0487 0.0744 -4.7470 -2.1 1.0 -4.3 -0.075
C -3.0120 1.1316 -4.1478 5.7 -5.7 0.5 -0.038
C -2.8829 1.3138 -2.8052 -2.2 2.1 0.8 -0.057
C -1.9125 0.7451 -1.9136 0.3 0.7 -7.5 -0.231
N -1.6997 1.4451 -0.7687 3.1 -6.5 2.1 0.155
C -1.7152 0.6179 0.3718 -1.0 -6.4 -7.1 -0.624
O -1.8152 -0.6392 0.3417 0.2 1.1 -1.0 -0.017
N -1.7342 1.1588 1.4414 0.0 12.2 12.9 0.075
H -1.5791 2.2959 1.5180 -0.4 -3.7 -1.1 0.239
C -1.9975 0.7776 2.9018 9.3 -11.4 -7.8 -0.013
H -2.1020 -0.5092 2.5644 -1.0 3.6 1.6 0.207
H -2.6644 1.1566 3.4230 -6.6 3.9 4.0 0.017
C -0.5997 0.6334 3.6620 -4.3 9.1 -6.4 -0.120
C 0.4590 0.2257 2.9336 13.3 -3.8 -6.5 -0.306
N 1.7773 0.5947 3.1159 0.5 0.8 -0.9 0.134
C 2.6587 -0.0790 2.0939 -4.0 -2.9 4.5 -0.134
C 4.0177 -0.2139 2.0743 -1.0 6.5 3.9 -0.144
C 4.6182 -0.9170 1.2151 -0.9 -8.5 -4.8 -0.085
C 3.8540 -2.1174 0.5512 -0.3 3.6 -0.9 -0.001
C 2.4605 -2.0661 0.6104 0.7 0.3 2.2 -0.052
C 1.8536 -1.2459 1.5883 7.2 5.7 -0.5 -0.237
N 0.7577 -0.6704 1.8249 -16.9 -3.7 0.4 0.054
H -0.3173 -1.2147 1.4779 3.9 1.8 0.7 0.232
H 1.6629 -2.6247 0.2618 -0.5 -2.2 -2.0 0.074
H 4.3411 -2.6411 -0.3085 -0.3 0.1 1.2 0.100
H 5.6132 -1.1002 1.1233 2.9 0.4 -0.1 0.060
H 4.5434 0.5819 2.6106 0.2 -0.3 0.1 0.127
H -0.2927 1.8061 3.7093 -0.6 -2.2 0.7 0.182
H -0.6225 0.3444 4.5500 -0.7 -2.9 7.7 0.043
H -2.1117 2.2586 -0.6843 -2.6 4.9 0.4 0.072
H -3.6308 2.0948 -2.4121 1.1 -1.2 -0.1 0.132
H -3.7530 1.3086 -4.7841 -3.2 1.7 -2.0 0.038
H -1.9710 -0.4075 -5.9054 -1.3 2.1 2.9 0.158
H -0.1897 -0.9391 -4.3563 1.8 -1.7 -1.4 0.071
H 1.0026 -1.1235 -2.3508 -0.3 1.4 -0.2 0.069
H 0.7130 0.2940 -1.1478 -0.7 -1.4 -1.2 0.104
H 0.0706 -1.4197 -1.0675 -1.2 1.4 -0.5 0.060